No. 1
43
Properties=species:S:1:pos:R:3:nbo_charge:R:1 method="wB97M-V/def2-TZVPD" e_tot_ev=-158009.02021 multiplicity=2 de_lowest_kj_mol=65.9 largest_force_ev_per_a=3.24 charge=-4 orbital_gap_ha="0.3576 / 0.1148"
Na -0.380 0.300 -0.306 0.95
P 3.275 1.079 -1.534 2.59
F 2.198 2.082 -2.313 -0.59
F 2.459 -0.294 -1.885 -0.57
F 4.054 0.910 -3.002 -0.62
F 4.504 0.348 -0.724 -0.60
F 4.177 2.390 -1.213 -0.61
F 2.366 1.284 -0.191 -0.59
P -1.957 1.591 -3.112 2.58
F -2.439 1.107 -4.597 -0.59
F -1.604 3.083 -3.545 -0.59
F -3.546 2.072 -2.935 -0.62
F -1.598 2.077 -1.575 -0.60
F -2.469 0.120 -2.395 -0.59
F -0.372 1.085 -3.294 -0.57
P 0.150 -3.431 -1.869 2.57
F 1.778 -3.750 -1.970 -0.58
F 0.320 -2.603 -0.412 -0.44
F 0.472 -1.988 -2.679 -0.56
F -1.413 -3.116 -1.709 -0.54
F 0.067 -4.257 -3.253 -0.59
F -0.182 -4.730 -0.933 -0.59
P -3.103 -0.879 1.429 2.60
F -4.634 -0.958 0.845 -0.61
F -2.843 0.188 0.223 -0.58
F -3.629 0.314 2.509 -0.60
F -1.558 -0.823 1.924 -0.58
F -3.445 -1.980 2.526 -0.61
F -2.858 -2.213 0.511 -0.60
P 0.052 3.019 1.959 2.60
F 0.341 2.635 0.475 -0.58
F -1.064 4.115 1.360 -0.63
F -1.111 1.872 1.816 -0.58
F -0.459 3.507 3.378 -0.59
F 1.326 2.056 2.525 -0.54
F 1.098 4.233 1.981 -0.59
P 1.704 -1.447 3.154 2.58
F 1.923 -2.540 1.967 -0.36
F 2.565 -2.488 4.064 -0.56
F 3.006 -0.756 2.633 -0.53
F 1.601 -0.421 4.377 -0.55
F 0.850 -0.444 2.188 -0.38
F 0.375 -2.348 3.602 -0.55

---

No. 2
111
Properties=species:S:1:pos:R:3:mulliken_charge:R:1 method="wB97M-V/def2-TZVPD" e_tot_ev=-67312.91379 multiplicity=1 de_lowest_kj_mol=337.4 largest_force_ev_per_a=10.66 charge=0 orbital_gap_ha=0.2751
C -3.683 13.555 -4.787 -1.28
C -4.239 12.347 -4.069 -0.17
O -5.398 11.818 -4.682 -0.69
H -4.402 14.340 -4.825 0.31
H -3.525 13.274 -5.839 0.34
H -2.776 13.932 -4.324 0.37
H -4.507 12.645 -3.043 0.16
H -3.543 11.498 -4.004 0.41
H -5.815 11.124 -4.137 0.07
C -7.999 9.379 -3.692 0.41
C -7.871 10.114 -2.429 0.93
O -6.686 10.842 -2.555 2.05
H -7.180 8.685 -3.809 -0.09
H -7.989 10.095 -4.530 -0.25
H -8.925 8.787 -3.747 -0.10
H -7.957 9.507 -1.537 -0.87
H -8.593 10.886 -2.349 -0.07
H -6.702 11.595 -1.923 -0.98
C -11.572 9.888 1.538 -1.45
C -10.070 10.170 1.492 0.10
O -9.546 9.325 0.554 -0.08
H -11.762 8.837 1.591 0.33
H -12.077 10.330 0.689 0.20
H -12.014 10.253 2.433 0.43
H -9.553 9.950 2.406 0.54
H -9.847 11.199 1.069 -0.04
H -8.936 8.784 1.076 -0.07
C -6.550 9.928 1.650 -0.66
C -6.471 8.516 2.107 -0.49
O -7.667 7.884 1.890 -0.50
H -7.083 10.555 2.294 0.81
H -7.004 10.017 0.693 0.13
H -5.527 10.326 1.625 -0.28
H -6.219 8.653 3.106 0.52
H -5.657 7.989 1.515 0.22
H -7.652 7.037 2.370 0.26
C -4.827 8.380 -1.232 -0.02
C -4.607 8.234 -2.736 -0.05
O -3.414 7.642 -3.039 -0.63
H -5.721 8.803 -0.922 -0.37
H -4.068 9.059 -0.780 -0.25
H -4.831 7.474 -0.733 0.85
H -4.699 9.172 -3.280 -0.26
H -5.297 7.504 -3.130 0.39
H -3.511 6.724 -2.706 0.36
C -7.823 14.122 -3.449 0.31
O -8.675 15.242 -3.242 -0.80
N -8.163 13.009 -3.976 0.22
N -6.563 14.175 -3.180 -0.32
H -9.143 12.851 -4.014 0.26
H -7.572 12.231 -3.876 -0.37
H -6.150 15.100 -2.984 0.26
H -5.984 13.511 -3.698 0.38
C -10.818 4.940 -2.745 0.54
O -10.124 3.980 -3.521 -0.70
N -10.398 6.188 -2.730 -0.24
N -11.943 4.751 -2.047 -0.41
H -9.381 6.128 -2.945 -0.09
H -10.711 6.953 -2.095 0.21
H -12.090 3.749 -1.742 0.30
H -12.238 5.489 -1.382 0.23
C -9.916 10.456 -6.596 -0.13
O -10.079 11.257 -5.438 -0.52
N -10.434 9.245 -6.757 -0.30
N -9.194 10.810 -7.603 -0.38
H -10.968 8.836 -5.960 0.20
H -10.363 8.742 -7.691 0.30
H -9.002 11.792 -7.557 0.28
H -9.135 10.240 -8.510 0.39
C -3.778 12.153 0.625 0.19
O -4.609 11.638 -0.313 -0.32
N -2.798 11.527 1.170 -0.35
N -3.708 13.371 0.967 -0.43
H -2.611 10.562 0.953 0.25
H -2.150 11.949 1.843 0.16
H -4.359 14.171 0.654 0.30
H -3.412 13.758 1.868 0.23
C -7.956 13.239 -0.064 -0.01
O -9.196 13.641 -0.618 -0.79
N -7.793 13.046 1.197 -0.14
N -6.841 12.983 -0.747 0.01
H -8.651 13.282 1.767 0.37
H -7.017 12.662 1.739 0.14
H -6.916 13.365 -1.763 0.12
H -5.961 12.469 -0.532 0.07
C -6.957 8.140 -6.974 0.44
O -5.781 7.373 -7.049 -0.73
N -8.173 7.690 -6.627 -0.24
N -7.016 9.386 -7.444 -0.35
H -8.321 6.865 -6.046 0.20
H -9.006 8.372 -6.487 0.23
H -6.103 9.859 -7.666 0.19
H -7.882 10.054 -7.461 0.39
C -11.292 11.533 -1.969 -0.97
O -10.702 12.540 -2.768 -0.50
H -11.280 10.651 -2.576 0.18
H -12.296 11.745 -1.760 0.53
H -10.645 11.284 -1.061 0.31
H -10.474 13.212 -2.138 0.30
C -12.121 6.934 -5.681 -0.89
O -11.832 7.696 -4.487 -0.65
H -12.381 7.632 -6.446 0.39
H -12.975 6.257 -5.693 0.32
H -11.229 6.353 -5.899 0.28
H -11.315 7.125 -3.865 0.60
C -7.791 6.585 -0.877 -0.15
O -8.063 5.218 -1.036 -0.54
H -6.902 6.738 -0.266 0.39
H -8.718 7.121 -0.618 0.14
H -7.446 7.015 -1.827 -0.13
H -7.927 4.847 -0.140 0.37

---

No. 3
43
Properties=species:S:1:pos:R:3:nbo_charge:R:1 method="wB97M-V/def2-TZVPD" e_tot_ev=-24597.86061 smiles="COc1ccc([C@@H](C)NC(=O)C2CCCC2)cc1OC" multiplicity=1 de_lowest_kj_mol=174.8 largest_force_ev_per_a=0.64 charge=0 orbital_gap_ha=0.3218
C 4.258 2.541 0.124 -0.25
O 3.901 1.255 -0.312 -0.48
C 2.750 0.706 0.169 0.26
C 1.884 1.315 1.060 -0.28
C 0.734 0.665 1.487 -0.24
C 0.436 -0.608 1.039 -0.05
C -0.847 -1.307 1.435 -0.07
C -1.048 -1.377 2.946 -0.60
N -1.965 -0.620 0.811 -0.62
C -2.500 -1.029 -0.359 0.69
O -2.222 -2.095 -0.872 -0.64
C -3.472 -0.059 -1.019 -0.31
C -2.675 0.892 -1.926 -0.39
C -2.236 2.017 -0.992 -0.42
C -3.419 2.202 -0.029 -0.42
C -4.224 0.886 -0.072 -0.42
C 1.299 -1.223 0.135 -0.25
C 2.447 -0.590 -0.307 0.27
O 3.339 -1.115 -1.189 -0.48
C 3.078 -2.391 -1.720 -0.25
H 4.410 2.573 1.209 0.17
H 3.508 3.288 -0.159 0.17
H 5.198 2.770 -0.376 0.20
H 2.090 2.306 1.431 0.22
H 0.079 1.174 2.178 0.20
H -0.850 -2.318 1.016 0.24
H -1.961 -1.922 3.174 0.22
H -1.122 -0.381 3.377 0.20
H -0.208 -1.890 3.405 0.22
H -2.146 0.316 1.134 0.39
H -4.157 -0.672 -1.609 0.24
H -1.834 0.391 -2.404 0.23
H -3.331 1.285 -2.704 0.20
H -2.011 2.932 -1.538 0.22
H -1.332 1.723 -0.456 0.21
H -3.079 2.443 0.979 0.20
H -4.044 3.031 -0.361 0.21
H -5.219 1.075 -0.475 0.22
H -4.357 0.445 0.916 0.21
H 1.045 -2.206 -0.227 0.22
H 2.130 -2.415 -2.266 0.18
H 3.897 -2.594 -2.409 0.20
H 3.065 -3.158 -0.938 0.17

---

No. 4
60
Properties=species:S:1:pos:R:3:nbo_charge:R:1 method="wB97M-V/def2-TZVPD" e_tot_ev=-306644.81740 multiplicity=1 de_lowest_kj_mol=248.2 largest_force_ev_per_a=1.25 charge=-2 orbital_gap_ha=0.1729
Pd -0.910 -0.815 0.041 0.49
N -6.681 2.988 -1.054 -0.56
C -7.903 3.298 -1.611 0.17
C -8.948 4.121 -1.204 -0.27
C -10.043 4.199 -2.044 -0.23
C -10.092 3.483 -3.251 -0.24
C -9.042 2.677 -3.651 -0.20
C -7.928 2.589 -2.818 0.07
N -6.751 1.877 -2.987 -0.45
C -6.043 2.136 -1.922 0.38
C -4.690 1.626 -1.635 0.01
C -4.137 1.694 -0.356 -0.28
C -2.840 1.251 -0.191 0.06
N -2.085 0.760 -1.175 -0.45
C -2.636 0.651 -2.381 0.09
C -3.930 1.085 -2.655 -0.23
H -6.303 3.328 -0.189 0.42
H -8.906 4.683 -0.279 0.21
H -10.881 4.828 -1.767 0.20
H -10.969 3.569 -3.880 0.20
H -9.070 2.127 -4.582 0.22
H -4.689 2.045 0.506 0.19
H -2.378 1.290 0.786 0.21
H -2.007 0.200 -3.146 0.27
H -4.338 0.981 -3.650 0.24
C -0.389 -1.948 1.666 -0.54
C -1.452 -2.864 2.155 0.01
C -1.439 -4.220 1.815 -0.20
C -2.443 -5.067 2.243 -0.15
C -3.485 -4.577 3.032 -0.24
C -3.505 -3.229 3.392 -0.18
C -2.496 -2.395 2.958 -0.18
C -4.523 -5.456 3.508 0.32
N -5.343 -6.166 3.897 -0.41
H 0.537 -2.479 1.477 0.24
H -0.230 -1.144 2.392 0.18
H -0.650 -4.592 1.169 0.26
H -2.441 -6.107 1.943 0.21
H -4.315 -2.850 4.003 0.20
H -2.514 -1.345 3.233 0.19
Se -0.036 -1.533 -4.050 -0.86
Sb -0.075 -2.401 -1.760 1.04
Se 0.729 -4.680 -1.416 -0.84
Se -2.627 -2.400 -0.991 -0.80
Se 1.575 -0.807 -0.416 -0.78
C 1.453 3.954 3.754 -0.64
C 0.980 3.438 2.437 0.13
C 1.107 3.925 1.158 -0.35
C 0.495 2.953 0.320 0.16
N 0.024 1.954 1.038 -0.26
N 0.311 2.270 2.314 -0.34
C 0.389 2.940 -1.171 -0.65
H 1.703 5.011 3.674 0.22
H 2.343 3.424 4.098 0.22
H 0.684 3.848 4.523 0.21
H 1.584 4.844 0.858 0.21
H 0.123 1.590 3.029 0.40
H 1.148 3.591 -1.607 0.20
H -0.593 3.278 -1.508 0.21
H 0.545 1.921 -1.532 0.29

---

No. 5
109
Properties=species:S:1:pos:R:3:mulliken_charge:R:1 method="wB97M-V/def2-TZVPD" e_tot_ev=-101281.34270 multiplicity=2 de_lowest_kj_mol=215.1 largest_force_ev_per_a=1.14 charge=+1 orbital_gap_ha="0.2665 / 0.2089"
Ir -0.267 1.370 -0.866 2.62
C 6.615 1.848 -1.000 -0.79
O 6.210 1.737 0.358 -0.47
C 4.901 1.792 0.641 0.90
C 4.580 1.707 2.013 -1.04
C 3.272 1.752 2.389 -1.26
C 2.211 1.864 1.456 1.00
C 0.854 1.886 1.934 1.35
C 0.568 1.937 3.408 -2.10
O -0.167 1.876 1.204 -0.37
C 2.552 1.971 0.071 0.03
O 1.673 2.178 -0.881 -0.78
C 3.906 1.927 -0.308 -0.41
H 7.698 1.792 -0.993 0.26
H 6.299 2.803 -1.424 0.33
H 6.209 1.026 -1.595 0.31
H 5.382 1.618 2.731 0.48
H 3.041 1.691 3.443 0.38
H 0.791 0.961 3.846 0.36
H -0.488 2.150 3.554 0.35
H 1.170 2.685 3.919 0.59
H 4.124 2.027 -1.360 0.42
C 0.242 1.909 -4.199 -1.39
P -0.135 0.636 -2.960 0.81
C 1.132 -0.624 -3.222 -1.47
C -1.712 -0.116 -3.442 -0.20
C -1.874 -1.041 -4.463 -0.68
C -3.121 -1.607 -4.685 -0.76
C -4.202 -1.244 -3.895 -0.72
C -4.048 -0.308 -2.881 -0.77
C -2.801 0.255 -2.648 0.70
P -2.432 1.488 -1.358 1.24
C -3.765 1.344 -0.143 -1.76
C -2.855 3.080 -2.152 -1.16
H 0.301 1.455 -5.189 0.47
H 1.194 2.384 -3.958 0.38
H -0.539 2.669 -4.208 0.28
H 1.252 -0.845 -4.283 0.73
H 0.824 -1.521 -2.685 0.31
H 2.080 -0.265 -2.821 0.31
H -1.032 -1.344 -5.074 0.45
H -3.247 -2.342 -5.469 0.43
H -5.170 -1.696 -4.065 0.43
H -4.903 -0.038 -2.274 0.42
H -4.700 1.664 -0.605 0.61
H -3.555 1.994 0.706 0.42
H -3.868 0.318 0.198 0.50
H -3.630 2.907 -2.899 0.48
H -1.983 3.538 -2.614 0.00
H -3.231 3.774 -1.400 0.44
Te 0.057 4.865 -0.315 0.27
C -0.135 6.660 -1.294 0.21
C 0.372 7.882 -0.909 -0.51
C 0.049 8.921 -1.807 -0.46
C -0.695 8.484 -2.868 -0.53
S -1.006 6.812 -2.773 -0.04
H 0.956 8.014 -0.009 0.40
H 0.352 9.950 -1.679 0.37
H -1.068 9.068 -3.694 0.40
N -0.703 -0.527 -0.415 -1.32
P -0.232 -1.566 0.630 -2.26
N -0.421 -3.037 -0.174 0.59
C -0.257 -4.336 0.467 -0.20
C -1.570 -5.151 0.452 -1.18
C -2.778 -4.228 0.313 0.26
C -2.712 -3.506 -1.035 -0.69
C -1.256 -3.141 -1.368 0.33
N 1.368 -1.489 1.134 1.69
C 1.959 -1.482 2.465 0.54
C 2.767 -2.743 2.757 -0.95
C 3.846 -2.923 1.691 -0.92
C 3.234 -2.892 0.293 -0.63
C 2.399 -1.629 0.107 0.43
N -1.072 -1.566 2.085 1.40
C -0.926 -2.526 3.182 -0.63
C -1.137 -1.847 4.531 -0.64
C -2.513 -1.152 4.613 -0.74
C -3.217 -1.181 3.259 -1.34
C -2.280 -0.728 2.151 0.42
H 0.082 -4.195 1.491 -0.05
H 0.532 -4.903 -0.042 0.46
H -1.631 -5.768 1.349 0.44
H -1.564 -5.840 -0.397 0.41
H -2.772 -3.488 1.115 -0.76
H -3.709 -4.788 0.407 0.61
H -3.331 -2.604 -1.018 0.04
H -3.111 -4.151 -1.823 0.49
H -1.210 -2.195 -1.900 -1.00
H -0.811 -3.912 -2.010 0.58
H 1.194 -1.294 3.211 -0.67
H 2.655 -0.634 2.509 -0.02
H 2.111 -3.618 2.770 0.28
H 3.217 -2.666 3.750 0.46
H 4.402 -3.848 1.853 0.54
H 4.567 -2.102 1.779 0.24
H 2.596 -3.765 0.143 0.10
H 4.018 -2.928 -0.467 0.38
H 1.922 -1.615 -0.867 -0.72
H 3.059 -0.750 0.164 0.03
H 0.063 -2.974 3.154 0.12
H -1.635 -3.356 3.084 0.36
H -0.339 -1.117 4.690 0.01
H -1.032 -2.596 5.317 0.59
H -2.387 -0.113 4.927 0.35
H -3.140 -1.627 5.369 0.36
H -4.092 -0.528 3.267 0.47
H -3.585 -2.187 3.042 0.33
H -2.015 0.328 2.299 0.29
H -2.788 -0.797 1.189 -0.65

---

No. 6
15
Properties=species:S:1:pos:R:3:nbo_charge:R:1 method="wB97M-V/def2-TZVPD" e_tot_ev=-13903.38584 multiplicity=1 de_lowest_kj_mol=1220.2 largest_force_ev_per_a=6.98 charge=0 orbital_gap_ha=0.1372
O -0.281 -0.109 1.429 -0.51
C -0.588 0.463 0.203 0.53
N -1.576 -0.037 -0.626 -0.24
C -0.660 -0.997 -1.092 0.40
O -0.245 -2.117 -0.576 -0.46
O 1.126 0.963 -1.853 -0.83
H -0.601 0.702 2.194 0.51
H -0.174 -0.797 -2.053 0.29
H -0.361 1.503 0.021 0.23
H -1.103 2.237 3.419 0.47
H 1.947 0.031 -1.022 0.48
O -0.821 1.922 2.547 -0.99
H 1.756 1.470 -2.363 0.46
H 1.399 -1.273 -0.272 0.47
O 2.177 -0.712 -0.324 -0.82

---

No. 7
15
Properties=species:S:1:pos:R:3:nbo_charge:R:1 method="wB97M-V/def2-TZVPD" e_tot_ev=-9408.32684 multiplicity=1 de_lowest_kj_mol=145.2 largest_force_ev_per_a=1.46 charge=0 orbital_gap_ha=0.4149
C -0.670 1.286 -0.248 -0.63
C -0.360 -0.168 0.025 0.21
C -1.427 -0.958 0.741 -0.62
C 0.615 -0.866 -0.816 -0.12
C 2.963 1.086 -0.188 0.50
O 3.596 0.835 0.722 -0.51
O 0.959 -0.440 0.498 -0.51
H 0.185 1.785 -0.713 0.23
H -1.533 1.366 -0.918 0.22
H -0.915 1.812 0.682 0.22
H -1.065 -1.969 0.949 0.22
H -1.675 -0.479 1.695 0.22
H -2.339 -1.021 0.138 0.21
H 0.549 -1.946 -0.949 0.18
H 1.116 -0.323 -1.618 0.19

---

No. 8
9
Properties=species:S:1:pos:R:3:nbo_charge:R:1 method="wB97M-V/def2-TZVPD" e_tot_ev=-152802.92071 smiles=F[SiH](Br)Br.C#C multiplicity=1 de_lowest_kj_mol=332.4 largest_force_ev_per_a=3.38 charge=0 orbital_gap_ha=0.3607
F 0.855 0.016 -3.009 -0.63
Si 0.442 -0.580 -1.558 1.37
Br 2.379 -1.789 -0.976 -0.40
Br -1.048 -2.072 -1.892 -0.29
H 0.127 -0.271 0.008 -0.07
C -1.245 0.921 1.657 -0.27
C -0.178 1.447 1.958 -0.21
H -2.109 0.385 2.079 0.25
H 0.777 1.941 1.733 0.24